(1)
# C50H91F6N16O2P

A cluster of 10 separate species, C50H91F6N16O2P in total (ωB97M-V/def2-TZVPD, OMol25).

Properties
Frontier orbital gap = 4.74 eV
Electronic energy = -106803.1281 eV
Maximum force = 3.2 eV/Å
LUMO = -10.700 eV
Total charge = +6

Element x y z (Å)
1 C 5.807406 -5.645585 9.532568
2 C 5.074181 -6.738426 8.755316
3 N 4.420263 -7.659263 9.685286
4 C 4.677260 -9.005744 9.846199
5 C 3.785130 -9.360204 10.850262
6 N 3.026969 -8.322040 11.242606
7 C 3.382180 -7.274612 10.456154
8 C 1.999299 -8.373449 12.297478
9 H 6.178766 -4.854061 8.877616
10 H 6.688600 -5.850991 10.140646
11 H 5.067704 -5.140722 10.157937
12 H 5.846616 -7.203510 8.146025
13 H 4.279363 -6.257225 8.188851
14 H 5.433664 -9.456592 9.229655
15 H 3.813981 -10.345152 11.288469
16 H 3.014940 -6.266940 10.559342
17 H 2.285762 -7.644737 13.061742
18 H 2.116682 -9.267314 12.906682
19 H 1.019212 -8.138817 11.898912
20 C 5.532586 -10.944418 14.395641
21 C 5.808519 -9.737373 13.443714
22 N 6.944225 -8.880412 13.883581
23 C 7.480803 -8.780214 15.118082
24 C 8.291012 -7.684613 15.175081
25 N 8.164811 -7.092859 13.936296
26 C 7.306281 -7.783901 13.167296
27 C 8.628738 -5.760028 13.581331
28 H 4.852113 -11.678697 13.973581
29 H 5.208022 -10.662711 15.396713
30 H 6.480855 -11.454713 14.581081
31 H 4.933026 -9.093289 13.411665
32 H 6.087673 -10.072040 12.448865
33 H 7.161739 -9.513867 15.841017
34 H 8.908433 -7.188569 15.903259
35 H 6.913921 -7.506973 12.205055
36 H 8.021181 -5.046399 14.141059
37 H 8.293490 -5.489652 12.575774
38 H 9.712621 -5.727104 13.541784
39 C 10.736940 0.806043 10.258948
40 C 12.066959 1.411084 9.825629
41 N 12.837720 0.463514 9.001850
42 C 12.432393 -0.658307 8.286934
43 C 13.463523 -1.085512 7.549450
44 N 14.556409 -0.267411 7.823334
45 C 14.106542 0.672694 8.657676
46 C 15.875577 -0.320806 7.211533
47 H 9.993981 0.731147 9.461122
48 H 10.243071 1.455229 10.985347
49 H 10.703785 -0.171813 10.739094
50 H 12.651001 1.637727 10.720841
51 H 12.019750 2.398432 9.366479
52 H 11.419721 -1.021696 8.248426
53 H 13.530944 -1.887503 6.835729
54 H 14.643405 1.509992 9.078264
55 H 15.853799 -0.479853 6.134220
56 H 16.475111 -1.167702 7.551012
57 H 16.468350 0.562361 7.434275
58 C 12.599261 0.427864 18.562795
59 C 12.614311 0.480800 17.019332
60 N 12.553298 -0.834031 16.392052
61 C 12.824646 -2.100611 16.905266
62 C 12.507937 -2.986744 15.948608
63 N 11.998002 -2.303622 14.854255
64 C 12.122072 -1.018426 15.134148
65 C 11.368648 -2.938364 13.734024
66 H 13.639523 0.373301 18.886962
67 H 12.033983 -0.361573 19.050203
68 H 12.235382 1.404292 18.876162
69 H 13.472146 1.070396 16.698389
70 H 11.749756 1.076176 16.725004
71 H 13.186239 -2.286918 17.901605
72 H 12.514956 -4.059427 16.036066
73 H 11.673320 -0.267517 14.501058
74 H 11.757039 -3.934841 13.519892
75 H 11.742758 -2.480259 12.812559
76 H 10.282023 -2.866980 13.777993
77 C 7.128699 1.473212 8.584129
78 C 7.919908 2.569231 7.864018
79 N 7.121097 3.803340 7.858056
80 C 6.507359 4.307622 6.717848
81 C 6.112391 5.591845 6.987776
82 N 6.352765 5.800818 8.347759
83 C 6.855484 4.671716 8.826657
84 C 6.206018 7.037410 9.089521
85 H 6.262222 1.215394 7.972016
86 H 6.777725 1.760635 9.573015
87 H 7.678868 0.535772 8.684590
88 H 8.332325 2.281499 6.898641
89 H 8.856807 2.855360 8.352258
90 H 6.535794 3.793410 5.773114
91 H 5.712350 6.366667 6.356038
92 H 7.272613 4.672286 9.823774
93 H 5.481882 7.712419 8.647564
94 H 7.190612 7.511146 9.122265
95 H 6.018348 6.876010 10.150312
96 C 11.517157 -7.154996 7.153131
97 C 10.973052 -8.508293 7.595935
98 N 11.563773 -9.626181 6.852207
99 C 11.185659 -10.075766 5.616993
100 C 11.765977 -11.275988 5.346632
101 N 12.607814 -11.520507 6.423608
102 C 12.387166 -10.581103 7.331618
103 C 13.397649 -12.700928 6.712602
104 H 12.490617 -6.983945 7.621531
105 H 11.022545 -6.338742 7.690277
106 H 11.501047 -7.022535 6.075905
107 H 9.894087 -8.604802 7.455464
108 H 11.059105 -8.654716 8.672268
109 H 10.542161 -9.509774 4.963034
110 H 11.596248 -12.003983 4.571293
111 H 12.870658 -10.460124 8.287251
112 H 14.274896 -12.513336 7.330963
113 H 13.865694 -13.260236 5.901260
114 H 12.756254 -13.433510 7.203581
115 C 4.001400 -3.485716 4.473199
116 C 4.458657 -4.921769 4.411342
117 N 5.876036 -5.159834 4.662668
118 C 6.589740 -6.322199 4.563156
119 C 7.882510 -6.081313 4.898823
120 N 7.967353 -4.736773 5.148243
121 C 6.754646 -4.215802 5.070245
122 C 9.172490 -4.001137 5.637606
123 H 4.333119 -3.080843 5.429260
124 H 2.929670 -3.469600 4.289630
125 H 4.398521 -2.910204 3.633830
126 H 4.293769 -5.342100 3.413363
127 H 3.721184 -5.500688 4.974622
128 H 6.153747 -7.199924 4.111908
129 H 8.772268 -6.684275 4.867833
130 H 6.521282 -3.177129 5.230029
131 H 10.077623 -4.472233 5.264486
132 H 9.058257 -4.039230 6.718586
133 H 9.221270 -2.983712 5.257815
134 C 14.057031 -5.291716 12.019180
135 C 14.249527 -6.711861 11.497457
136 N 15.246712 -7.464205 12.266557
137 C 15.079875 -8.156942 13.456033
138 C 16.308595 -8.529450 13.878400
139 N 17.239425 -8.168804 12.924750
140 C 16.535416 -7.523645 11.967956
141 C 18.688263 -8.379652 12.912916
142 H 13.961060 -5.357994 13.105447
143 H 13.201658 -4.806905 11.549849
144 H 14.900681 -4.608522 11.905224
145 H 14.525339 -6.818276 10.449162
146 H 13.293690 -7.216363 11.644983
147 H 14.117940 -8.182927 13.938272
148 H 16.605771 -9.177922 14.687563
149 H 16.793760 -7.216267 10.964349
150 H 19.215181 -7.496013 12.569042
151 H 18.917346 -9.186152 12.213402
152 H 18.994932 -8.775077 13.877489
153 C 7.708784 -2.828854 13.541858
154 C 7.698657 -1.471778 14.262766
155 O 8.798350 -0.872445 14.452634
156 O 6.602817 -1.164510 14.755904
157 H 8.486023 -2.779390 12.771305
158 H 6.746591 -2.946278 13.044037
159 H 7.911313 -3.656385 14.224456
160 P 9.929550 -3.623310 9.561285
161 F 9.391223 -2.172749 9.060770
162 F 10.814137 -3.711694 8.215164
163 F 11.253488 -2.979525 10.268629
164 F 10.365728 -5.076085 10.172654
165 F 9.106382 -3.433177 10.927346
166 F 8.680380 -4.459072 8.863404

Cartesian forces, eV/Å:
-0.5 1.3 0.2
1.0 1.1 0.7
-0.9 0.1 -0.3
-1.5 1.6 1.4
2.1 -2.2 -1.0
0.3 0.6 -1.2
0.8 -0.7 0.8
0.8 0.9 1.0
-0.2 -0.2 -0.3
-0.2 -0.8 0.0
0.2 0.1 0.2
-0.7 -0.7 -0.2
0.2 -0.2 -0.4
-0.1 -0.5 0.3
-0.7 0.1 0.2
-0.1 0.0 -0.1
-0.3 0.5 -0.4
-0.5 -0.6 -0.8
-0.1 -0.4 0.1
1.3 0.6 -0.1
0.0 -0.9 1.1
-0.9 1.4 -1.2
0.2 -0.8 1.1
-0.4 0.1 -1.0
-0.9 -0.2 -1.1
0.8 -0.9 1.7
-0.7 0.0 -0.9
-0.1 0.2 -0.1
-0.4 0.3 -0.2
0.0 -0.2 -0.3
0.0 0.1 -0.2
-0.2 -0.1 -0.1
0.5 0.2 0.3
-0.1 -0.4 0.3
0.2 0.0 -0.1
1.1 -0.5 0.5
0.1 -0.5 -0.2
0.0 0.4 0.7
-1.2 0.6 -0.1
-0.2 -0.6 1.2
0.7 -0.4 -1.2
-1.2 0.5 0.2
1.1 -0.2 -0.2
-1.0 0.6 0.1
0.5 0.3 0.6
1.2 -0.5 -0.3
0.3 0.0 -0.3
0.3 0.2 0.0
0.8 -0.1 -0.1
0.2 -0.4 0.0
-0.5 -0.3 -0.6
0.0 0.0 0.4
0.0 0.0 0.1
0.4 -0.1 -0.3
-0.6 0.4 0.0
-0.4 0.0 0.5
-0.3 0.2 0.0
1.1 0.4 -0.6
-0.6 0.8 1.4
0.1 -1.0 -1.4
0.1 0.9 0.2
-0.5 -0.6 0.0
1.4 -0.8 1.5
-1.4 0.7 0.2
0.3 0.3 -2.0
-0.1 -0.2 0.3
-0.3 0.0 -0.3
-0.1 -0.1 0.3
0.3 -0.4 -0.1
-0.2 -0.5 -0.4
0.1 0.2 0.0
0.0 0.0 -0.3
0.1 0.2 0.1
-0.2 -0.3 1.0
-0.5 0.6 0.1
0.1 0.1 0.1
0.1 -0.5 -0.6
0.4 0.0 1.8
-1.4 0.2 -1.7
0.7 1.2 -0.2
0.0 -0.6 0.6
-0.8 -1.3 -1.4
1.9 0.9 1.2
1.0 0.8 0.8
-0.1 0.2 0.1
0.1 0.2 0.0
0.3 0.2 0.0
-1.0 0.3 -0.5
-0.2 -0.2 0.6
0.0 -0.1 0.0
-0.1 -0.1 0.0
-0.2 -0.5 0.0
-0.1 -0.2 -0.1
-0.1 0.2 -0.4
-0.6 -0.4 -0.2
0.1 0.3 1.4
-0.6 0.4 -0.2
0.6 -1.8 0.3
-0.8 0.1 -1.2
0.4 0.4 0.7
-0.6 0.1 0.2
0.5 1.4 0.2
0.6 -1.8 0.5
0.5 -0.5 -0.8
-0.8 -0.2 -0.5
0.2 0.1 0.0
0.0 0.2 -0.3
0.6 -0.2 -0.1
-0.1 0.0 0.2
0.3 0.2 -0.2
0.1 -0.4 0.0
-0.4 0.6 0.3
-0.6 0.7 -0.8
0.1 0.1 0.2
0.8 0.0 -0.7
-1.5 -0.8 -1.7
1.2 1.1 1.5
-0.3 -0.9 -0.6
0.0 0.3 -0.5
0.5 0.6 0.4
-0.7 0.0 -0.7
-0.7 -0.4 0.1
-0.6 0.4 0.0
-0.1 0.1 0.6
0.3 0.1 0.2
0.0 0.3 -0.1
1.0 -0.4 0.8
0.0 -0.1 0.3
-0.1 -0.1 0.0
0.0 0.0 0.0
-0.1 -0.4 0.2
0.6 0.2 -0.1
-0.5 0.0 0.0
0.6 0.2 0.3
-0.4 -0.1 0.3
0.5 -0.7 0.9
-0.4 1.0 0.1
0.6 -1.0 0.0
-1.7 1.2 -1.1
0.4 -0.1 -0.6
0.2 -1.2 -0.4
-0.5 0.1 0.0
-0.2 -0.2 0.1
0.2 -0.3 -0.4
0.0 0.3 0.0
0.1 -0.2 -0.1
0.1 -0.3 0.1
-0.1 0.3 0.2
1.0 0.2 0.4
0.0 0.2 0.4
-0.1 0.1 -0.1
0.1 0.5 0.2
0.5 0.8 -1.0
-0.6 0.2 2.1
0.7 -0.5 -0.9
0.1 0.0 -0.6
-0.2 -0.4 0.3
-0.1 -0.3 0.1
-0.3 1.2 0.2
-0.1 0.1 1.7
0.0 -0.6 -0.1
-0.2 -0.9 -0.3
-0.3 0.3 0.0
0.9 -0.4 -0.8
-0.3 0.2 -0.5
0.3 1.0 -0.3

(2)
# C4H8O3

An isolated molecule of C4H8O3 (ωB97M-V/def2-TZVPD, OMol25).

Properties
Frontier orbital gap = 11.37 eV
Electronic energy = -10420.2493 eV
Maximum force = 0.5 eV/Å
LUMO = 0.825 eV
Structure (SMILES) = CCOC(=O)CO

Element x y z (Å)
1 C -2.509402 0.112877 -0.117877
2 C -1.271285 -0.708002 0.162097
3 O -0.175209 0.204597 0.369985
4 C 1.026788 -0.195159 -0.037295
5 O 1.273149 -1.261186 -0.560025
6 C 2.098408 0.843417 0.221897
7 O 3.325988 0.418373 -0.289482
8 H -2.756542 0.757933 0.728530
9 H -2.375689 0.737392 -1.006305
10 H -3.355198 -0.554926 -0.297292
11 H -1.022008 -1.366594 -0.671920
12 H -1.380084 -1.313315 1.070179
13 H 1.784425 1.787655 -0.244498
14 H 2.153610 1.014450 1.308592
15 H 3.183044 -0.477519 -0.636590

Cartesian forces, eV/Å:
-0.1 0.0 0.0
-0.2 -0.1 -0.1
0.2 0.0 0.0
0.2 -0.3 -0.1
-0.1 0.4 0.2
-0.2 0.1 0.1
0.1 -0.1 -0.1
0.0 0.0 -0.1
0.0 -0.1 0.1
0.0 0.0 0.0
0.0 0.0 0.1
0.0 0.1 -0.2
0.0 -0.1 0.1
0.0 0.0 -0.2
0.0 0.1 0.0